(1)
{"formula": "C35H42BFN8O4S", "method": "ωB97M-V/def2-TZVPD", "symbols": ["S", "F", "O", "O", "O", "O", "N", "N", "N", "N", "N", "N", "N", "N", "C", "C", "C", "C", "C", "C", "C", "C", "C", "C", "C", "C", "C", "C", "C", "C", "C", "C", "C", "C", "C", "C", "C", "C", "C", "C", "C", "C", "C", "C", "C", "C", "C", "C", "C", "B", "H", "H", "H", "H", "H", "H", "H", "H", "H", "H", "H", "H", "H", "H", "H", "H", "H", "H", "H", "H", "H", "H", "H", "H", "H", "H", "H", "H", "H", "H", "H", "H", "H", "H", "H", "H", "H", "H", "H", "H", "H", "H"], "coordinates": [[-1.201836, -0.812130, -1.159924], [-2.051669, -0.105690, -0.051383], [-0.728502, 2.535172, -2.464049], [-1.808862, -2.079566, -1.389275], [0.141389, -0.768733, -0.705519], [0.902571, 0.865327, -2.879251], [4.609323, -2.694207, -2.368771], [-7.291843, 1.697121, 7.279269], [0.499650, -7.444197, -0.468578], [-6.557055, 7.272129, 0.079782], [10.659263, -2.899214, -0.945654], [-4.124238, 3.189182, 2.903678], [-4.913372, -0.315164, -3.504231], [-1.417946, 0.143225, -2.460138], [-5.760403, 6.277163, 0.464379], [5.510919, -3.113056, -3.254121], [-3.514458, 2.406225, 2.014752], [-0.484999, -7.039756, -1.267911], [-5.263712, 3.576729, 6.958241], [-3.647328, -0.338383, -3.546197], [-7.512619, 5.152884, 1.615516], [-0.006781, -4.736845, -0.897580], [1.880102, -1.238086, -3.615931], [-2.826574, 0.580447, -2.633879], [13.338630, -3.209107, -0.254267], [11.093575, -2.633293, 0.284536], [-2.197229, 2.572251, 1.617274], [5.045043, -2.426814, -1.139774], [6.855739, -3.282597, -2.962347], [11.560259, -3.319490, -1.831237], [-0.777479, -5.707082, -1.516175], [-1.469468, 3.612748, 2.170876], [-2.086474, 4.438584, 3.096461], [-2.960744, -1.248327, -4.523805], [-7.830751, 7.210636, 0.460637], [1.121599, 0.014357, -4.030368], [-3.407366, 4.183554, 3.427114], [-6.740934, 1.928675, 6.089721], [1.021080, -5.140716, -0.061124], [12.904058, -3.491678, -1.538638], [-5.825569, 3.350569, 8.204383], [1.232136, -6.499643, 0.117207], [-6.183701, 5.198513, 1.226996], [-5.727776, 2.851374, 5.872482], [7.295294, -2.998774, -1.678720], [-6.831901, 2.402544, 8.309576], [-8.356516, 6.180243, 1.226028], [12.415169, -2.769206, 0.679517], [6.368055, -2.559985, -0.746566], [-0.381206, 1.219497, -2.612629], [-3.144133, -0.881257, -5.529764], [-0.203415, -3.690136, -1.063833], [8.339226, -3.115237, -1.410780], [2.028530, -6.856539, 0.761634], [-7.882779, 4.329671, 2.213544], [-1.557241, 5.263254, 3.553138], [7.541392, -3.628531, -3.723957], [-4.726831, 6.353550, 0.142507], [-3.359826, 0.614820, -1.689620], [-5.492863, 4.418520, 1.510429], [-3.358558, -2.250362, -4.413210], [-4.473993, 4.307977, 6.836079], [-3.926508, 4.806618, 4.148795], [-1.067146, -7.829653, -1.730568], [-5.318482, 2.992323, 4.879002], [-7.296591, 2.193091, 9.266952], [12.710323, -2.536185, 1.693043], [-1.891110, -1.284998, -4.352041], [-4.120049, 1.606079, 1.601737], [4.288831, -2.088710, -0.438482], [-2.857479, 1.577376, -3.059182], [10.339039, -2.294065, 0.985980], [13.590051, -3.837907, -2.299019], [5.129283, -3.322476, -4.248405], [1.580599, -1.529320, -2.613961], [0.190662, -0.248656, -4.527220], [1.756272, 0.593342, -4.695542], [2.951033, -1.079993, -3.603474], [14.380006, -3.329621, 0.014472], [-0.347039, 3.046210, -3.178300], [6.663282, -2.325216, 0.267108], [-1.589972, -5.436530, -2.176909], [11.180178, -3.526724, -2.825765], [1.667823, -2.066488, -4.287811], [-5.252322, 0.346727, -2.806532], [-0.438646, 3.777019, 1.885227], [-1.756150, 1.908579, 0.894569], [-8.458601, 8.032180, 0.133165], [-5.492804, 3.895252, 9.077389], [-7.135674, 1.340360, 5.268371], [1.647588, -4.417270, 0.442817], [-9.400468, 6.185481, 1.508002]], "forces_ev_per_a": [[0.88, -1.72, -0.67], [-0.22, 0.10, 0.06], [-0.82, -0.56, -0.23], [-0.48, 0.59, 0.12], [-0.18, 0.38, 0.02], [-0.61, 0.35, -0.87], [0.09, -0.03, 0.01], [0.03, 0.02, -0.02], [-0.01, 0.04, -0.01], [0.00, -0.03, 0.02], [0.13, -0.03, 0.04], [0.28, -0.01, -0.03], [0.15, -0.02, -0.12], [-0.32, 1.55, 1.21], [0.03, 0.05, -0.04], [-0.05, -0.01, -0.05], [-0.11, -0.09, 0.00], [-0.01, -0.07, -0.01], [0.01, 0.01, 0.00], [-0.22, 0.01, 0.19], [-0.03, -0.02, 0.03], [0.10, -0.03, 0.02], [-0.24, 0.07, 0.01], [-0.48, -0.91, -0.63], [0.04, 0.00, 0.01], [-0.10, 0.02, 0.01], [-0.01, 0.17, 0.09], [-0.09, 0.02, 0.04], [-0.04, 0.02, 0.04], [-0.08, 0.00, -0.06], [0.01, -0.01, 0.01], [0.02, 0.02, 0.00], [0.01, -0.02, -0.01], [0.17, 0.22, 0.23], [0.00, 0.06, -0.04], [0.95, -0.52, 0.49], [-0.09, 0.00, 0.06], [-0.06, -0.05, 0.00], [-0.01, -0.04, -0.01], [0.00, 0.01, 0.02], [0.02, 0.01, -0.02], [0.03, -0.06, 0.03], [-0.03, 0.04, -0.08], [0.02, 0.06, -0.02], [0.08, -0.05, 0.03], [-0.05, -0.04, 0.04], [0.02, -0.01, 0.00], [0.01, 0.00, -0.02], [-0.02, -0.02, -0.05], [0.86, -0.27, 0.24], [-0.07, -0.09, -0.16], [-0.01, 0.04, 0.00], [-0.02, 0.05, -0.02], [0.01, 0.04, 0.01], [0.01, 0.00, 0.01], [-0.01, 0.01, 0.02], [-0.01, 0.00, -0.02], [0.01, -0.04, 0.02], [0.07, 0.18, 0.16], [-0.05, 0.04, 0.00], [-0.13, -0.11, -0.13], [0.00, 0.00, 0.01], [0.03, 0.04, -0.01], [-0.02, 0.03, -0.02], [-0.09, -0.08, 0.07], [0.02, 0.03, 0.02], [-0.02, 0.00, 0.01], [0.11, -0.05, -0.02], [0.04, -0.03, -0.01], [0.03, 0.01, 0.03], [0.31, 0.14, 0.00], [0.03, 0.01, 0.04], [-0.01, 0.00, -0.02], [0.04, -0.02, -0.01], [-0.03, -0.12, 0.07], [-0.20, 0.17, 0.03], [-0.22, 0.14, -0.29], [0.13, 0.04, 0.08], [0.00, 0.00, 0.00], [0.49, 0.47, 0.18], [-0.01, 0.00, 0.01], [-0.01, -0.01, 0.00], [0.04, -0.02, -0.01], [0.01, -0.06, -0.11], [-0.05, 0.01, 0.07], [0.00, 0.00, -0.01], [0.05, -0.03, -0.04], [-0.04, -0.02, 0.02], [-0.01, -0.01, 0.02], [0.03, 0.02, -0.03], [0.02, -0.01, 0.00], [-0.01, 0.02, -0.01]], "lowdin_charge": [0.61, -0.14, 0.20, -0.22, -0.21, 0.09, 0.05, 0.05, 0.05, 0.05, 0.04, 0.03, 0.14, -0.05, -0.16, -0.16, -0.14, -0.16, -0.08, -0.40, -0.08, -0.07, -0.06, -0.11, -0.08, -0.15, -0.06, -0.15, -0.07, -0.15, -0.07, -0.06, -0.06, -0.03, -0.16, -0.20, -0.16, -0.15, -0.07, -0.07, -0.08, -0.16, -0.07, -0.07, -0.07, -0.16, -0.08, -0.07, -0.07, -0.75, 0.09, 0.07, 0.07, 0.10, 0.11, 0.10, 0.10, 0.10, 0.11, 0.06, 0.09, 0.10, 0.11, 0.10, 0.06, 0.10, 0.10, 0.05, 0.11, 0.10, 0.13, 0.11, 0.10, 0.10, 0.06, 0.10, 0.12, 0.06, 0.11, 0.12, 0.10, 0.10, 0.10, 0.08, 0.05, 0.11, 0.08, 0.10, 0.10, 0.10, 0.10, 0.10], "smiles": "[H]/N=C(/C)CN(B(O)OCC)S(=O)(=O)F.c1ccncc1.c1ccncc1.c1ccncc1.c1ccncc1.c1ccncc1.c1ccncc1", "homo_energy_ha": -0.3431, "molar_mass_g_mol": 700.65, "lumo_ev": 0.03, "energy_ha": -2620.86075}

=====

(2)
{"formula": "C7H12O5Pd", "method": "ωB97M-V/def2-TZVPD", "symbols": ["Pd", "O", "O", "O", "O", "O", "C", "C", "C", "C", "C", "C", "C", "H", "H", "H", "H", "H", "H", "H", "H", "H", "H", "H", "H"], "coordinates": [[-1.114355, -0.414479, -0.486038], [0.416517, -1.308425, -0.225960], [1.995866, 0.932897, 0.948218], [-1.884764, -2.347694, -0.820136], [-1.571027, 0.505794, 0.837598], [-0.968331, 0.812189, -1.763136], [1.818529, 0.635745, -0.410334], [0.181480, -2.610403, 0.248191], [1.705966, -0.859362, -0.634579], [0.969150, 1.623722, 1.612486], [-1.978855, 1.634375, 0.209129], [-1.502535, 1.796709, -1.134606], [-0.986931, -3.127939, -0.364732], [2.736960, 0.969494, -0.912276], [1.000444, 1.235115, -0.848580], [1.436627, 2.298627, 2.338877], [-3.809465, -0.193865, 1.166811], [-1.791923, 2.559673, 0.790099], [2.468725, -1.396800, -0.052961], [1.863175, -1.124572, -1.690616], [-1.673514, 2.749114, -1.662924], [0.353030, 0.890251, 2.157989], [0.364115, 2.204442, 0.894930], [-1.103353, -4.219593, -0.430822], [1.074469, -3.245015, 0.233374]], "forces_ev_per_a": [[-3.24, -9.62, -3.43], [5.31, -2.81, 1.35], [0.59, -0.20, -0.03], [-0.37, -0.49, -0.26], [-2.92, 4.98, 4.67], [0.08, 3.71, -3.98], [0.60, 0.45, -0.08], [-0.32, -3.01, -2.11], [0.88, 0.01, -0.06], [-0.26, -0.06, 0.42], [2.11, 4.15, -1.94], [-2.62, 2.99, 2.80], [1.94, 0.09, 1.43], [-0.08, -0.20, -0.16], [0.28, -0.53, 0.11], [-0.10, -0.06, -0.19], [-0.21, -0.08, 0.04], [-1.08, -0.29, -0.06], [-0.25, 0.27, 0.04], [-0.27, 0.09, 0.16], [0.16, -0.34, 0.29], [-0.02, 0.53, -0.17], [0.19, -0.18, 0.43], [-0.18, 0.26, 0.29], [-0.21, 0.34, 0.44]], "nbo_charge": [1.43, -0.56, -0.55, -0.75, -0.52, -0.65, -0.11, -0.19, -0.08, -0.25, -0.14, 0.07, 0.22, 0.20, 0.20, 0.19, -0.01, 0.19, 0.21, 0.20, 0.18, 0.19, 0.17, 0.16, 0.19], "multiplicity": 3, "homo_energy_ha": [-0.2997, -0.2947], "molar_mass_g_mol": 282.59, "lumo_ev": [-1.24, -1.11], "energy_ha": -777.48165}

=====

Which formula does entry 2 have?
C7H12O5Pd